1.
225
Properties=species:S:1:pos:R:3:lowdin_charge:R:1 method="wB97M-V/def2-TZVPD" smiles=CC1(C)CCCC(C)(C)N1O.CC1(C)CCCC(C)(C)N1O.CC1(C)CCCC(C)(C)N1O.CC1(C)CCCC(C)(C)N1O.CC1(C)CCCC(C)(C)N1O.CC1(C)CCCC(C)(C)N1O.CCO.CCO.CCO.CCO.CCO gap_ev=8.695
C -4.72 1.49 3.06 -0.003
C -4.54 0.57 1.83 -0.493
C -3.55 -0.58 2.04 -0.041
C -5.76 -0.09 1.25 -0.138
C -6.76 0.94 0.71 -0.179
C -6.04 1.63 -0.40 -0.139
C -4.67 2.27 -0.05 -0.514
C -3.86 2.56 -1.32 -0.015
C -4.89 3.52 0.77 -0.033
N -3.91 1.26 0.67 -0.057
O -2.59 1.81 1.01 -0.058
H -4.96 0.80 3.89 0.096
H -3.80 2.06 3.26 0.093
H -5.51 2.15 2.89 0.026
H -2.54 -0.23 2.33 0.084
H -3.90 -1.33 2.81 0.105
H -3.52 -1.14 1.13 0.050
H -5.46 -0.72 0.49 0.069
H -6.25 -0.72 1.99 0.130
H -7.57 0.45 0.21 0.100
H -7.23 1.59 1.51 0.131
H -6.75 2.44 -0.73 0.138
H -5.92 0.85 -1.16 0.105
H -2.83 2.88 -1.02 0.059
H -4.32 3.36 -1.92 0.102
H -3.77 1.69 -1.96 0.059
H -5.58 3.36 1.59 0.059
H -5.24 4.40 0.24 0.087
H -3.97 3.87 1.28 0.088
H -2.05 1.33 0.39 0.035
C -2.40 -4.77 -4.77 -0.022
C -3.19 -3.49 -5.03 -0.481
C -2.43 -2.53 -5.92 -0.032
C -4.55 -3.95 -5.75 -0.126
C -5.52 -2.82 -5.84 -0.179
C -5.84 -2.25 -4.40 -0.093
C -4.55 -1.84 -3.62 -0.504
C -4.12 -0.49 -4.03 -0.044
C -4.92 -1.83 -2.10 -0.038
N -3.52 -2.90 -3.73 -0.095
O -2.39 -2.57 -2.95 -0.061
H -2.99 -5.47 -4.28 0.059
H -2.04 -5.27 -5.66 0.090
H -1.61 -4.57 -4.08 0.054
H -1.93 -3.11 -6.73 0.096
H -3.01 -1.80 -6.48 0.067
H -1.63 -1.97 -5.40 0.072
H -4.37 -4.41 -6.73 0.128
H -4.94 -4.68 -5.13 0.089
H -5.12 -1.99 -6.45 0.096
H -6.48 -3.14 -6.28 0.116
H -6.39 -3.03 -3.91 0.108
H -6.34 -1.26 -4.46 0.121
H -3.96 -0.44 -5.06 0.058
H -3.19 -0.09 -3.50 0.088
H -4.91 0.19 -3.72 0.086
H -5.94 -1.47 -1.82 0.081
H -4.26 -1.15 -1.51 0.075
H -4.75 -2.85 -1.64 0.094
H -1.90 -1.78 -3.39 0.090
C 2.86 -0.33 8.52 -0.041
C 1.91 -0.94 7.47 -0.490
C 2.67 -2.16 6.83 -0.005
C 0.73 -1.47 8.24 -0.173
C -0.46 -1.72 7.38 -0.185
C -0.79 -0.51 6.45 -0.108
C 0.40 -0.10 5.53 -0.460
C 0.55 -1.12 4.40 -0.027
C 0.15 1.26 4.87 -0.033
N 1.54 0.16 6.53 -0.054
O 2.71 0.49 5.79 -0.064
H 3.86 -0.04 8.12 0.091
H 2.45 0.51 9.10 0.089
H 3.10 -1.06 9.23 0.057
H 2.00 -2.69 6.14 0.072
H 3.51 -1.84 6.28 0.061
H 3.03 -2.79 7.61 0.076
H 1.08 -2.37 8.64 0.098
H 0.40 -0.88 9.11 0.132
H -0.41 -2.64 6.70 0.119
H -1.25 -2.05 8.06 0.109
H -1.03 0.32 7.18 0.134
H -1.68 -0.74 5.87 0.110
H 0.32 -2.14 4.70 0.069
H 1.60 -1.18 4.00 0.096
H -0.06 -0.83 3.62 0.025
H -0.78 1.21 4.26 0.095
H 0.95 1.61 4.22 0.053
H -0.01 2.05 5.61 0.092
H 2.90 1.38 6.15 0.119
C -1.64 -2.81 0.32 -0.033
C -0.52 -3.84 0.21 -0.513
C 0.61 -3.53 -0.79 -0.013
C 0.10 -3.79 1.60 -0.146
C -0.77 -4.48 2.69 -0.190
C -1.14 -5.81 2.13 -0.158
C -1.85 -5.82 0.76 -0.522
C -1.94 -7.29 0.39 -0.044
C -3.27 -5.25 0.81 -0.018
N -1.00 -5.13 -0.20 -0.083
O -1.55 -5.01 -1.51 -0.012
H -1.32 -1.84 -0.07 0.090
H -2.50 -3.02 -0.32 0.065
H -2.00 -2.64 1.37 0.073
H 0.23 -3.40 -1.81 0.075
H 1.13 -2.63 -0.56 0.046
H 1.28 -4.45 -0.86 0.125
H 1.10 -4.29 1.61 0.125
H 0.25 -2.69 1.80 0.117
H -0.05 -4.62 3.53 0.120
H -1.68 -3.92 2.94 0.108
H -1.72 -6.37 2.93 0.145
H -0.18 -6.40 1.93 0.143
H -1.02 -7.89 0.41 0.093
H -2.37 -7.39 -0.60 0.078
H -2.67 -7.71 1.10 0.086
H -3.30 -4.22 1.11 0.052
H -3.89 -5.89 1.38 0.071
H -3.76 -5.19 -0.17 0.093
H -2.09 -4.24 -1.60 0.033
C 1.54 4.59 -2.86 -0.028
C 0.55 5.22 -1.85 -0.477
C -0.24 6.24 -2.74 -0.033
C -0.37 4.17 -1.24 -0.118
C -1.17 4.74 -0.02 -0.166
C -0.24 5.33 1.03 -0.165
C 0.62 6.44 0.43 -0.480
C -0.28 7.64 0.17 -0.035
C 1.80 6.93 1.42 -0.020
N 1.35 5.80 -0.72 -0.060
O 2.11 6.85 -1.33 -0.061
H 2.19 5.34 -3.30 0.081
H 2.20 3.83 -2.42 0.047
H 0.89 4.21 -3.69 0.083
H -1.12 6.63 -2.24 0.047
H 0.38 7.11 -2.97 0.085
H -0.56 5.73 -3.68 0.088
H -1.14 3.84 -1.95 0.090
H 0.11 3.24 -0.98 0.098
H -1.83 5.56 -0.42 0.122
H -1.76 3.91 0.50 0.099
H 0.45 4.52 1.38 0.120
H -0.83 5.76 1.92 0.143
H 0.33 8.52 0.23 0.067
H -1.02 7.69 0.92 0.069
H -0.81 7.74 -0.81 0.076
H 2.23 7.94 1.29 0.078
H 2.60 6.22 1.34 0.043
H 1.38 6.78 2.45 0.091
H 3.02 6.84 -0.98 0.111
C 4.65 1.32 0.44 -0.032
C 5.26 1.62 -0.94 -0.417
C 4.27 2.65 -1.62 -0.027
C 6.72 2.06 -0.83 -0.160
C 7.45 2.02 -2.14 -0.187
C 7.38 0.60 -2.74 -0.129
C 5.99 0.01 -2.92 -0.505
C 5.16 0.56 -4.15 -0.011
C 6.03 -1.56 -3.05 -0.023
N 5.28 0.26 -1.69 -0.073
O 3.94 -0.18 -1.86 -0.117
H 5.24 0.62 1.02 0.089
H 4.36 2.14 1.08 0.068
H 3.71 0.80 0.28 0.060
H 3.42 2.04 -1.86 0.046
H 3.90 3.44 -0.96 0.078
H 4.69 3.05 -2.55 0.067
H 6.83 2.99 -0.25 0.129
H 7.20 1.30 -0.23 0.111
H 7.02 2.80 -2.77 0.103
H 8.52 2.29 -1.94 0.125
H 8.04 -0.11 -2.15 0.135
H 7.77 0.61 -3.78 0.125
H 4.16 0.09 -4.25 0.068
H 5.71 0.38 -5.08 0.073
H 5.04 1.68 -4.10 0.083
H 5.03 -2.03 -2.93 0.060
H 6.67 -2.07 -2.32 0.080
H 6.37 -1.82 -4.08 0.086
H 3.78 -0.70 -1.04 0.058
C 3.36 3.99 3.46 -0.052
C 4.18 2.66 3.76 -0.273
O 3.49 1.54 3.24 -0.106
H 3.65 4.86 4.07 0.073
H 2.29 3.73 3.68 0.076
H 3.47 4.27 2.42 0.043
H 4.34 2.56 4.81 0.085
H 5.16 2.67 3.36 0.091
H 2.91 1.21 3.90 0.005
C 1.43 -3.46 -4.91 -0.057
C 2.44 -2.68 -4.09 -0.294
O 1.82 -1.55 -3.50 -0.096
H 1.94 -4.28 -5.42 0.081
H 0.97 -2.77 -5.66 0.098
H 0.76 -3.93 -4.28 0.036
H 3.24 -2.33 -4.70 0.100
H 2.82 -3.40 -3.33 0.124
H 2.50 -1.14 -2.96 0.060
C -1.43 1.91 -4.14 -0.046
C -0.27 0.86 -4.20 -0.213
O -0.59 -0.44 -3.58 -0.148
H -2.26 1.66 -4.75 0.044
H -1.16 2.88 -4.54 0.066
H -1.75 1.97 -3.07 0.059
H 0.58 1.24 -3.62 0.093
H 0.28 0.61 -5.15 0.128
H 0.25 -0.85 -3.41 0.014
C 0.63 0.86 1.27 -0.054
C 0.74 0.63 -0.21 -0.325
O -0.55 0.70 -0.70 -0.087
H 1.53 1.04 1.80 0.048
H 0.18 -0.06 1.67 0.065
H 0.01 1.72 1.52 0.077
H 1.24 -0.32 -0.41 0.098
H 1.45 1.38 -0.65 0.113
H -0.57 0.45 -1.66 0.086
C 3.86 -2.28 2.11 -0.079
C 4.43 -2.72 0.77 -0.257
O 3.63 -2.34 -0.39 -0.109
H 2.96 -2.86 2.45 0.063
H 3.64 -1.16 2.16 0.085
H 4.57 -2.51 2.91 0.072
H 4.58 -3.80 0.82 0.113
H 5.41 -2.34 0.58 0.100
H 2.86 -2.92 -0.44 0.043

2.
240
Properties=species:S:1:pos:R:3:lowdin_charge:R:1 method="wB97M-V/def2-TZVPD" gap_ev=5.099 charge=+6
C 5.28 -2.00 -11.29 -0.041
C 6.11 -0.83 -10.83 -0.158
N 6.14 -0.42 -9.37 -0.258
C 7.21 0.61 -9.15 0.021
C 4.79 0.15 -8.92 -0.173
C 4.46 1.45 -9.53 -0.060
C 6.38 -1.61 -8.42 -0.063
C 7.76 -2.29 -8.42 -0.253
O 8.15 -2.69 -9.66 -0.200
C 9.57 -2.92 -9.86 -0.020
H 5.23 -2.37 -12.31 0.104
H 4.23 -1.71 -11.23 0.074
H 5.19 -2.85 -10.62 0.086
H 5.86 0.11 -11.32 0.129
H 7.17 -1.02 -10.97 0.120
H 7.04 1.44 -9.84 0.105
H 8.19 0.23 -9.42 0.112
H 7.23 0.90 -8.10 0.125
H 4.94 0.13 -7.84 0.123
H 4.08 -0.67 -9.05 0.138
H 3.65 1.89 -8.94 0.096
H 4.06 1.39 -10.54 0.096
H 5.26 2.19 -9.45 0.082
H 5.55 -2.31 -8.45 0.139
H 6.34 -1.16 -7.43 0.125
H 7.71 -3.18 -7.79 0.141
H 8.48 -1.64 -7.91 0.123
H 9.77 -3.81 -9.27 0.094
H 10.12 -2.06 -9.49 0.091
H 9.82 -3.19 -10.89 0.101
C 6.95 1.48 8.52 -0.053
C 7.39 0.45 9.62 -0.088
N 7.55 -1.02 8.98 -0.240
C 8.82 -1.09 8.11 0.028
C 7.65 -2.11 10.05 -0.137
C 8.45 -1.87 11.40 -0.025
C 6.39 -1.48 8.03 -0.043
C 4.95 -1.74 8.66 -0.230
O 4.69 -0.69 9.43 -0.189
C 3.85 -0.86 10.52 -0.086
H 5.90 1.30 8.29 0.069
H 7.50 1.46 7.58 0.076
H 7.05 2.46 8.98 0.089
H 6.73 0.37 10.48 0.116
H 8.39 0.70 9.96 0.121
H 8.72 -0.44 7.23 0.099
H 8.74 -2.09 7.69 0.098
H 9.73 -0.88 8.68 0.118
H 7.86 -3.02 9.50 0.132
H 6.62 -2.12 10.40 0.101
H 8.22 -0.91 11.85 0.071
H 9.53 -1.85 11.23 0.075
H 8.37 -2.68 12.14 0.092
H 6.73 -2.46 7.68 0.123
H 6.40 -0.72 7.25 0.120
H 5.02 -2.71 9.16 0.128
H 4.22 -1.76 7.86 0.139
H 3.92 -1.80 11.08 0.101
H 2.79 -0.77 10.28 0.096
H 3.99 -0.11 11.30 0.096
C -2.69 0.50 -2.05 -0.054
C -1.50 -0.10 -1.25 -0.125
N -1.24 0.58 0.15 -0.229
C 0.11 -0.03 0.63 0.038
C -1.13 2.07 -0.03 -0.158
C -0.06 2.37 -1.14 -0.054
C -2.41 0.30 1.15 -0.023
C -2.03 0.46 2.65 -0.221
O -1.47 1.71 2.81 -0.227
C -1.19 2.10 4.12 -0.076
H -2.81 -0.04 -2.99 0.088
H -2.66 1.50 -2.49 0.081
H -3.67 0.25 -1.64 0.086
H -0.57 0.10 -1.79 0.105
H -1.61 -1.17 -1.09 0.134
H 0.04 -1.11 0.77 0.114
H 0.34 0.46 1.58 0.098
H 0.94 0.18 -0.06 0.096
H -0.80 2.49 0.92 0.115
H -2.09 2.56 -0.16 0.137
H -0.12 3.46 -1.16 0.085
H -0.37 2.06 -2.14 0.072
H 0.98 2.15 -0.93 0.081
H -2.66 -0.75 0.97 0.135
H -3.31 0.86 0.92 0.142
H -1.37 -0.32 3.04 0.127
H -2.94 0.42 3.25 0.144
H -0.67 1.32 4.68 0.095
H -2.13 2.29 4.64 0.098
H -0.65 3.05 4.16 0.096
C 2.45 -11.52 -1.18 -0.055
C 3.94 -11.40 -1.02 -0.182
N 4.37 -10.35 0.00 -0.205
C 5.99 -10.49 0.03 0.063
C 3.91 -8.94 -0.56 -0.123
C 4.77 -7.68 -0.32 -0.056
C 3.86 -10.53 1.42 -0.104
C 4.09 -11.80 2.21 -0.186
O 3.23 -12.79 1.60 -0.204
C 3.01 -13.82 2.58 -0.059
H 1.81 -11.21 -0.36 0.080
H 2.09 -12.45 -1.62 0.099
H 1.98 -10.85 -1.91 0.082
H 4.59 -11.38 -1.90 0.135
H 4.45 -12.30 -0.69 0.121
H 6.25 -10.32 -1.01 0.100
H 6.21 -11.55 0.16 0.094
H 6.53 -9.90 0.77 0.108
H 2.84 -8.79 -0.41 0.130
H 4.02 -9.16 -1.63 0.121
H 4.84 -7.56 0.76 0.071
H 4.43 -6.76 -0.79 0.090
H 5.76 -7.79 -0.76 0.074
H 2.80 -10.32 1.30 0.125
H 4.27 -9.73 2.04 0.133
H 4.05 -11.60 3.28 0.139
H 5.10 -12.18 2.06 0.123
H 4.00 -13.99 3.01 0.090
H 2.57 -14.72 2.15 0.101
H 2.34 -13.37 3.31 0.094
C -3.37 5.00 -12.23 -0.049
C -4.73 4.61 -11.62 -0.127
N -5.57 3.47 -12.37 -0.226
C -6.89 3.26 -11.58 0.049
C -5.89 3.87 -13.82 -0.163
C -6.86 3.00 -14.61 -0.044
C -4.70 2.21 -12.49 -0.068
C -4.15 1.65 -11.08 -0.213
O -3.43 0.52 -11.36 -0.184
C -4.11 -0.74 -11.24 -0.054
H -2.66 5.24 -11.43 0.088
H -3.31 5.84 -12.91 0.090
H -2.96 4.14 -12.76 0.071
H -5.42 5.45 -11.53 0.125
H -4.63 4.34 -10.57 0.115
H -6.67 2.99 -10.54 0.100
H -7.42 2.47 -12.11 0.098
H -7.50 4.16 -11.61 0.115
H -4.92 3.89 -14.31 0.120
H -6.07 4.95 -13.88 0.135
H -7.86 2.98 -14.19 0.080
H -6.50 1.97 -14.58 0.078
H -7.00 3.27 -15.66 0.102
H -3.87 2.31 -13.18 0.133
H -5.33 1.39 -12.83 0.116
H -4.85 1.44 -10.28 0.123
H -3.46 2.40 -10.70 0.114
H -4.55 -0.88 -10.25 0.095
H -3.48 -1.53 -11.63 0.103
H -4.94 -0.73 -11.95 0.080
C -7.45 -6.89 -3.97 -0.045
C -6.53 -7.69 -4.89 -0.135
N -6.52 -9.26 -4.68 -0.223
C -6.19 -9.51 -3.19 0.006
C -7.88 -9.92 -5.00 -0.160
C -8.01 -11.42 -4.96 -0.037
C -5.35 -9.99 -5.42 -0.067
C -5.27 -9.78 -6.95 -0.235
O -6.40 -10.32 -7.56 -0.211
C -6.42 -9.86 -8.95 -0.037
H -8.35 -7.41 -3.65 0.081
H -7.57 -5.91 -4.42 0.099
H -6.88 -6.84 -3.04 0.078
H -5.51 -7.32 -4.79 0.132
H -6.80 -7.69 -5.95 0.117
H -5.64 -10.45 -3.14 0.097
H -7.06 -9.44 -2.54 0.117
H -5.36 -8.85 -2.93 0.103
H -7.96 -9.59 -6.04 0.118
H -8.58 -9.35 -4.38 0.117
H -7.35 -11.74 -5.77 0.074
H -9.06 -11.68 -5.03 0.105
H -7.68 -11.86 -4.02 0.087
H -5.38 -11.07 -5.30 0.134
H -4.46 -9.50 -5.04 0.137
H -4.49 -10.37 -7.43 0.143
H -5.15 -8.71 -7.09 0.120
H -7.26 -10.39 -9.41 0.102
H -5.43 -9.97 -9.39 0.094
H -6.65 -8.80 -9.03 0.086
C 1.60 12.59 13.52 -0.084
C 1.74 11.17 12.92 -0.221
C 1.21 10.20 13.94 -0.167
N 1.59 8.77 13.82 -0.275
C 1.16 8.29 12.49 0.016
C 0.94 7.98 14.94 -0.080
C 1.78 6.62 15.05 -0.135
C 3.15 6.92 14.41 -0.133
C 3.11 8.47 14.19 -0.024
H 0.73 12.74 14.16 0.081
H 1.67 13.35 12.74 0.086
H 2.27 12.84 14.34 0.084
H 2.80 11.02 12.74 0.114
H 1.23 11.23 11.96 0.113
H 0.16 10.37 14.20 0.156
H 1.77 10.41 14.86 0.134
H 1.89 8.89 11.95 0.097
H 0.19 8.70 12.22 0.123
H 1.29 7.28 12.10 0.118
H -0.05 7.72 14.59 0.133
H 0.96 8.40 15.95 0.144
H 1.23 5.88 14.47 0.105
H 1.85 6.18 16.04 0.120
H 3.18 6.42 13.44 0.105
H 3.88 6.52 15.11 0.124
H 3.68 8.85 13.34 0.123
H 3.48 9.04 15.05 0.143
C -4.90 14.31 6.95 -0.091
C -5.31 13.08 6.20 -0.233
C -4.08 12.24 5.70 -0.070
N -4.50 11.13 4.67 -0.234
C -5.49 10.07 5.21 0.029
C -5.11 11.81 3.43 -0.074
C -4.68 10.89 2.29 -0.120
C -3.72 9.75 2.78 -0.137
C -3.26 10.39 4.05 -0.127
H -5.77 14.72 7.47 0.093
H -4.44 15.01 6.25 0.093
H -4.29 14.14 7.83 0.083
H -5.92 13.42 5.36 0.107
H -6.07 12.40 6.58 0.102
H -3.54 11.64 6.43 0.130
H -3.35 12.88 5.20 0.127
H -5.83 9.34 4.47 0.111
H -6.23 10.49 5.88 0.098
H -5.06 9.35 5.91 0.104
H -6.15 11.78 3.76 0.132
H -4.67 12.80 3.31 0.140
H -5.46 10.38 1.72 0.122
H -4.12 11.49 1.57 0.121
H -4.10 8.75 3.01 0.113
H -2.88 9.58 2.11 0.124
H -2.61 9.89 4.77 0.132
H -2.57 11.24 4.02 0.125
Cl 0.64 -5.35 -5.63 -0.999
B -10.62 -1.06 2.33 -1.325
F -11.35 0.14 2.63 0.042
F -9.34 -0.85 2.75 0.087
F -11.16 -2.10 3.06 0.107
F -10.47 -1.25 0.97 0.088